{"formula": "C37H89F3N3O12Y", "method": "the ωB97M-V functional and the def2-TZVPD basis", "largest_force_ev_per_a": 6.368, "total_charge": 2, "homo_energy_ev": -10.9353, "total_energy_ev": -78027.136, "lumo_ev": -9.901, "orbital_gap_ev": 1.034, "multiplicity": 1, "symbols": ["Y", "F", "F", "F", "O", "O", "O", "O", "O", "O", "O", "O", "O", "O", "O", "O", "N", "N", "N", "C", "C", "C", "C", "C", "C", "C", "C", "C", "C", "C", "C", "C", "C", "C", "C", "C", "C", "C", "C", "C", "C", "C", "C", "C", "C", "C", "C", "C", "C", "C", "C", "C", "C", "C", "C", "C", "H", "H", "H", "H", "H", "H", "H", "H", "H", "H", "H", "H", "H", "H", "H", "H", "H", "H", "H", "H", "H", "H", "H", "H", "H", "H", "H", "H", "H", "H", "H", "H", "H", "H", "H", "H", "H", "H", "H", "H", "H", "H", "H", "H", "H", "H", "H", "H", "H", "H", "H", "H", "H", "H", "H", "H", "H", "H", "H", "H", "H", "H", "H", "H", "H", "H", "H", "H", "H", "H", "H", "H", "H", "H", "H", "H", "H", "H", "H", "H", "H", "H", "H", "H", "H", "H", "H", "H", "H"], "coordinates": [[-0.03690, 15.22672, 16.09098], [-4.42446, 14.81705, 13.39623], [-4.28642, 13.21824, 14.72530], [-4.27735, 12.75342, 12.73874], [-4.63507, 8.94805, 9.16296], [0.73713, 15.43658, 13.75214], [0.98686, 18.13002, 12.32673], [-1.46546, 13.87163, 14.72481], [1.06837, 12.21517, 13.33262], [-1.61145, 16.32186, 4.63506], [1.77944, 13.69889, 11.15856], [-5.54650, 19.18185, 8.55536], [-4.71414, 13.52435, 17.47216], [-1.79883, 14.72614, 12.77041], [2.66768, 14.64697, 8.76909], [-2.12634, 15.50145, 17.24633], [-5.20132, 9.98901, 8.43595], [-5.73997, 18.96941, 9.89881], [-2.63445, 15.41061, 4.51892], [-7.25959, 17.08522, 9.62338], [-1.24946, 15.91230, 10.91072], [-6.72798, 10.71740, 6.65953], [-2.34767, 14.16883, 3.75216], [-5.27561, 11.25322, 9.25700], [-3.63934, 13.37715, 3.51445], [-6.15109, 11.15501, 10.47356], [-6.06881, 13.42697, 17.98511], [-5.39021, 18.27180, 12.70845], [-6.24224, 17.48775, 11.74383], [-5.92319, 17.58619, 10.27430], [-4.53519, 13.26843, 4.75482], [0.61032, 15.29462, 7.77763], [-4.89543, 19.89639, 10.72284], [-6.30746, 9.54563, 7.55318], [-6.45447, 14.74782, 18.52433], [-3.43162, 19.70751, 10.49849], [-7.50666, 8.91953, 8.34083], [-1.25074, 13.25742, 4.40876], [2.08461, 13.45172, 6.84629], [-5.27184, 21.42834, 10.42569], [-4.02071, 16.94725, 6.02990], [-4.71788, 16.65856, 9.94503], [-1.91667, 14.65614, 11.35470], [-2.26492, 13.67009, 13.59037], [-3.81303, 13.67313, 13.58851], [-6.95678, 12.05818, 7.40432], [-3.79988, 11.69508, 9.66361], [2.05067, 14.78218, 7.52041], [-5.75527, 8.41905, 6.62121], [-3.53304, 15.45526, 5.66763], [-2.92889, 14.97640, 7.00352], [-1.82128, 14.48108, 2.34368], [-6.07851, 12.37517, 19.06893], [-5.85403, 12.41680, 8.35477], [-4.81242, 14.69706, 5.38007], [-5.34591, 19.71900, 12.20393], [-2.93045, 14.53443, 10.97319], [-2.29864, 15.72333, 7.48619], [-5.96645, 10.78852, 5.88293], [-1.65707, 13.60682, 1.71375], [1.50811, 12.64862, 7.30539], [-6.31365, 20.18657, 12.38549], [-1.34546, 13.83974, 10.91277], [-3.18899, 11.95078, 8.79786], [-6.57896, 8.21614, 5.93676], [0.05551, 14.55043, 8.34900], [-8.14210, 8.41447, 7.61335], [-4.81154, 8.69399, 6.15019], [-7.03998, 17.29477, 8.57650], [-4.27691, 13.95257, 2.84326], [-1.85302, 16.98022, 3.97946], [-3.77428, 12.52364, 10.37138], [-3.46510, 12.49110, 2.90401], [-5.84531, 18.26927, 13.69890], [-5.22384, 12.44125, 19.74218], [0.59525, 16.22185, 8.35045], [-2.27532, 14.10758, 6.92550], [-3.93269, 16.70039, 10.69990], [-6.09370, 12.03191, 11.11842], [-5.52112, 12.84798, 4.55664], [-7.50748, 16.04564, 9.83764], [-4.68898, 20.19902, 12.92927], [-2.58919, 15.04970, 1.81919], [-8.13590, 17.69262, 9.84976], [-4.43401, 17.43239, 5.14564], [-3.74514, 8.87852, 8.80970], [-4.47081, 22.14945, 10.58838], [-5.13388, 15.65799, 9.82711], [-6.37698, 19.62477, 8.36639], [-5.97035, 11.41328, 18.56775], [-2.90690, 20.65873, 10.58762], [3.10455, 13.08601, 6.72765], [2.62471, 15.56342, 7.02219], [-0.46860, 13.96660, 4.67971], [-3.20656, 17.59763, 6.34969], [-1.67392, 16.86046, 11.24071], [-2.90547, 18.96773, 11.10182], [-4.73722, 13.11324, 16.60495], [-1.60660, 12.83818, 5.34987], [-5.82407, 10.30519, 11.07271], [-2.79309, 14.89403, 16.92581], [-2.29897, 15.57380, 18.18505], [1.64120, 13.54173, 5.85464], [0.28379, 15.58668, 6.77955], [-7.52535, 14.71209, 18.72448], [-6.98280, 12.47971, 19.66845], [-7.20915, 11.01694, 10.25096], [-7.23059, 8.24764, 9.15350], [-7.11421, 12.80258, 6.62380], [-3.32535, 19.35638, 9.47208], [-5.50341, 14.63110, 6.22048], [2.28416, 14.39216, 11.58386], [-3.29103, 10.83969, 10.10800], [1.53141, 18.80849, 12.72593], [-6.18118, 16.48568, 12.16836], [1.36791, 15.91987, 13.21850], [-0.83037, 14.93483, 2.36080], [-6.40304, 15.53174, 17.76874], [-3.60629, 14.77769, 7.83404], [0.24387, 12.53895, 13.69537], [-4.27792, 16.90209, 8.97795], [0.04202, 15.19334, 13.14068], [0.12195, 18.25602, 12.71695], [-7.29007, 17.73638, 11.91214], [-0.18407, 15.94780, 11.13828], [-2.01713, 12.72939, 13.09866], [1.23959, 12.78327, 12.58149], [-6.17770, 21.73966, 10.94586], [-6.22769, 13.12410, 9.09517], [-0.81410, 12.51690, 3.73863], [1.99897, 13.77725, 10.23017], [-5.29887, 15.23575, 4.56689], [-6.79836, 13.08859, 17.24935], [-4.97072, 12.93801, 7.98571], [-7.87724, 11.93531, 7.97505], [-8.01742, 9.72039, 8.87550], [-4.39399, 17.83088, 12.74372], [-5.67882, 7.47589, 7.16222], [-5.49344, 21.53146, 9.36345], [-4.15743, 12.58181, 5.51241], [-1.31452, 15.99468, 9.82580], [-7.59108, 10.37657, 6.08771], [-5.88581, 15.11837, 19.37723], [2.90479, 15.54581, 9.00881], [-4.74932, 16.76846, 6.82062]], "forces_ev_per_angstrom": [[-3.54, -2.84, -4.47], [0.39, 1.00, -0.74], [-0.01, -0.45, 2.61], [0.63, 0.48, -1.30], [-0.18, -0.53, 0.69], [0.36, 0.27, 2.57], [0.20, -0.70, 0.28], [0.78, 1.41, 3.18], [-0.07, -0.09, 1.08], [1.11, 0.16, 0.07], [-0.64, 0.07, 1.31], [0.05, -0.16, -0.92], [0.08, 0.01, -0.77], [-0.27, -0.20, 0.31], [1.12, -0.18, 1.62], [2.16, 0.26, -0.51], [0.33, 2.26, -0.69], [-0.26, 1.45, 2.77], [-2.20, -1.05, -0.62], [1.29, 0.70, -1.21], [0.07, 1.08, -1.33], [0.45, -0.16, 0.29], [0.95, -1.33, -0.30], [0.31, 0.62, -1.49], [-1.33, 1.14, 0.41], [-0.13, -0.75, 1.03], [0.72, -0.27, 1.24], [-0.31, 0.99, -1.15], [-0.32, -0.38, 1.98], [-0.61, -1.02, 0.47], [-0.22, 0.20, 1.07], [1.30, 0.27, -0.90], [-1.77, 1.09, 1.34], [0.45, -1.23, 0.80], [-1.02, 1.41, -0.53], [1.01, -0.14, -0.81], [0.49, 1.00, -0.06], [-0.42, 1.36, 0.52], [0.06, -0.41, -1.18], [-0.22, -1.19, -1.09], [0.88, -1.36, -1.09], [-0.83, 0.22, -0.68], [0.37, 0.22, -0.75], [1.98, 1.25, -1.42], [-0.75, -1.02, 0.68], [-0.24, -1.39, -0.92], [-0.75, -1.15, -0.39], [-1.53, 0.53, 0.54], [-0.97, 0.25, 0.92], [-0.40, 1.41, 1.74], [1.16, -0.31, 0.73], [-0.02, 0.41, -0.04], [0.30, -0.38, -0.07], [1.24, -0.16, 1.37], [0.60, -1.53, -2.01], [0.69, -0.63, 0.77], [-0.24, 0.32, 0.41], [0.35, 0.44, -0.47], [0.34, 0.41, 0.12], [-0.28, -0.46, 0.43], [-0.08, 0.28, 0.57], [-0.16, -0.17, -0.34], [0.12, -0.47, 0.43], [-0.27, 0.14, -0.25], [0.34, 0.16, -0.62], [-0.33, -0.10, -0.55], [-0.28, 0.05, 0.31], [-0.20, -0.04, -0.17], [-0.57, -0.82, -0.47], [0.14, 0.47, -0.32], [0.26, 0.30, -0.08], [-0.31, -0.02, -0.07], [0.28, -0.41, 0.70], [0.17, -0.19, 0.12], [0.05, 0.38, 0.00], [0.32, 0.09, 0.16], [-0.16, -0.22, -0.24], [-0.13, -0.04, 0.12], [0.17, 0.17, -0.13], [0.00, -0.06, -0.55], [0.33, -0.02, -0.18], [0.43, 0.73, -0.48], [0.36, 0.52, -0.09], [0.30, 0.21, 0.45], [-0.46, -0.13, 0.07], [0.09, -0.17, -0.09], [0.09, -0.31, 0.45], [0.30, -0.30, 0.29], [0.05, 0.15, -0.82], [-0.42, -0.27, 0.36], [0.15, -0.14, 0.04], [0.02, 0.11, 0.00], [-0.13, -0.22, -0.77], [0.36, -0.09, 0.05], [0.05, -0.25, 0.32], [-0.39, -0.21, 0.45], [-0.29, -0.14, 0.39], [0.19, -0.08, 0.03], [0.00, -0.40, -0.15], [-0.12, -0.15, 0.15], [-1.20, -0.82, -0.48], [-0.27, 0.25, 0.73], [0.13, 0.06, -0.16], [-1.07, -0.43, 0.11], [0.03, 0.06, 0.62], [-0.07, -0.46, -0.13], [0.08, -0.04, -0.20], [0.45, -0.30, -0.39], [-0.09, 0.32, 0.28], [0.28, 0.19, -0.19], [0.28, 0.08, 0.13], [0.40, 0.04, -0.15], [-0.06, 0.00, 0.36], [0.28, 0.40, -0.08], [-0.07, -0.68, -0.90], [0.54, 0.80, -0.17], [-0.22, 0.58, 0.05], [0.26, 0.00, -0.28], [-0.75, -0.22, -0.43], [-0.37, -0.14, 0.07], [0.02, 0.19, 0.00], [-1.58, -0.69, -0.68], [-0.42, 0.20, -0.15], [-0.03, 0.42, -0.08], [0.11, -0.29, 0.05], [0.19, -0.45, 0.30], [0.29, 0.09, -0.92], [0.14, -0.11, 0.13], [-0.27, 0.24, 0.01], [-0.34, -0.07, 0.05], [0.31, 0.19, -1.13], [-0.33, 0.20, 0.05], [0.33, 0.29, -0.56], [-0.22, -0.16, -0.99], [-0.18, 0.24, -0.03], [-0.53, 0.01, -0.38], [0.27, 0.04, 0.19], [0.44, 0.12, 0.20], [0.02, -0.02, -0.13], [0.46, 0.05, 0.20], [0.09, -0.15, -0.13], [-0.41, 0.26, 0.24], [-0.05, -0.43, 0.20], [0.21, -0.02, 0.40], [-0.10, 0.58, -0.11]], "mulliken_charge": [1.922, -0.204, -0.408, -0.248, -0.528, -0.414, -0.577, -0.883, -0.645, -0.479, -0.645, -0.391, -0.392, 0.249, -0.645, -0.608, 0.515, 0.252, 0.593, -2.112, -0.760, -1.383, 1.977, 1.660, -1.903, -1.687, 0.596, 0.073, -1.561, 1.877, -0.207, -0.453, 1.689, 1.295, -1.378, -1.560, -1.624, -1.671, -1.485, -1.606, -1.599, -0.071, 0.695, -0.297, 0.611, -0.638, -1.362, 0.163, -1.988, 0.951, -0.172, -2.128, -1.348, -0.126, -1.471, -1.609, -0.286, 0.530, 0.464, 0.404, 0.315, 0.462, 0.460, 0.402, 0.436, -0.105, 0.424, 0.391, 0.525, 0.514, 0.339, -0.397, 0.460, 0.539, 0.290, 0.403, 0.027, -0.502, 0.315, 0.626, 0.356, 0.401, 0.494, 0.450, 0.582, 0.342, 0.338, 0.205, 0.400, 0.337, 0.569, 0.433, 0.476, 0.386, 0.299, -0.135, -0.023, 0.295, 0.189, 0.460, 0.476, 0.374, 0.351, 0.255, 0.409, 0.391, 0.279, 0.370, 0.446, 0.234, 0.363, 0.207, 0.720, 0.296, 0.212, 0.337, 0.396, 0.337, -0.495, 0.277, -0.457, 0.156, 0.316, 0.581, 0.644, 0.624, 0.510, 0.354, 0.035, 0.434, 0.360, 0.502, 0.320, -0.583, 0.504, 0.310, -0.288, 0.455, 0.383, 0.107, -0.363, 0.437, 0.299, 0.300, 0.081]}